{"formula": "H27O13", "method": "wB97M-V/def2-TZVPD", "homo_ha": -0.5117, "multiplicity": 1, "de_lowest_kcal_mol": 43.9, "total_charge": 1, "gap_ha": 0.40016, "symbols": ["O", "H", "H", "O", "H", "H", "O", "H", "O", "H", "H", "O", "H", "H", "O", "H", "H", "O", "H", "H", "O", "H", "H", "O", "H", "H", "O", "H", "H", "O", "H", "H", "O", "H", "H", "O", "H", "H", "H", "H"], "xyz": [[-0.46153, 3.15246, -0.90892], [3.92003, 0.61177, 0.03914], [0.09890, 0.01090, -0.19115], [-3.39773, -0.21850, -1.88551], [4.55810, -0.69494, -0.77715], [2.54589, -2.71114, 0.87008], [2.59313, 2.63220, -0.44543], [-2.25234, -0.28781, -2.45125], [1.96798, -3.43844, 0.59497], [1.62226, 1.34773, 1.50167], [1.33076, -3.32692, 1.30499], [1.88065, 1.75440, 2.34106], [-0.25406, 3.90587, -0.34478], [-3.05655, 0.05036, -0.88428], [-2.75036, 0.66058, 0.28543], [0.07536, -2.09034, 1.32696], [-3.29847, 1.41873, 0.51736], [0.57879, -1.27220, 1.43687], [0.32482, 0.95080, -1.43767], [0.26253, -0.89566, 2.26784], [-1.38572, -0.53778, -3.23851], [-1.19190, -0.85377, -4.13808], [2.55956, 2.35283, 1.98651], [-1.85351, -1.42877, 3.19713], [-0.62631, 1.30695, 2.80994], [-1.02676, -1.83052, 3.47786], [0.22542, -2.51768, -1.93982], [0.77379, -3.05181, -2.51959], [0.55068, -2.56526, -1.03348], [4.11280, 0.15325, -0.78252], [-0.61242, -0.85524, -2.71140], [-1.06526, 3.33295, -1.62777], [-1.45573, 1.06797, 2.39593], [-2.37370, -2.05580, 2.68277], [-1.98074, 0.30189, 2.66692], [-0.30596, 0.37882, -0.99128], [1.74369, 3.07943, -0.50430], [-3.47343, -1.18189, -1.77518], [-1.82072, 0.92352, 0.21155], [2.91806, 2.42111, -1.32690]], "forces_ev_per_angstrom": [[0.760, -0.774, 0.512], [0.488, -0.760, 0.326], [0.352, 0.004, -0.126], [2.479, -1.010, 0.405], [0.080, 0.215, 0.947], [0.333, -0.108, -0.513], [0.134, -0.248, 0.535], [-2.219, 0.078, -0.569], [0.018, 0.445, 0.215], [-0.166, -0.163, 0.177], [-0.068, -0.726, 0.107], [0.159, 0.045, -0.783], [-0.724, 0.314, -0.517], [-0.857, 0.744, -0.605], [-0.474, -0.545, -0.299], [-0.190, 0.486, -0.042], [0.277, 0.068, 0.101], [-0.025, -0.032, 0.023], [0.173, 0.199, 0.423], [-0.110, 0.278, -0.236], [2.147, -0.306, 0.003], [-1.047, 0.236, 0.183], [-0.097, 0.051, 0.519], [-0.280, -0.055, -0.017], [-0.173, -0.544, 0.828], [-0.342, -0.400, 0.191], [-0.688, 0.573, -0.323], [0.255, -0.205, 0.408], [0.599, -0.321, -0.225], [-0.633, 0.587, -1.306], [-0.237, -0.027, 0.273], [-0.099, 0.800, 0.083], [-0.204, 1.249, -1.280], [0.217, -0.236, 0.236], [1.159, 0.089, 0.739], [-0.362, -0.540, 0.118], [0.053, -0.077, -0.517], [-0.643, 0.056, -0.273], [0.116, 0.430, 0.317], [-0.161, 0.131, -0.034]], "nbo_charge": [-0.986, 0.496, 0.509, -0.889, 0.492, 0.481, -0.983, 0.533, -0.926, 0.464, 0.451, -0.951, 0.495, 0.503, -0.924, 0.463, 0.516, -0.955, 0.504, 0.494, -0.915, 0.542, 0.487, -0.952, 0.499, 0.480, -0.988, 0.495, 0.503, -0.987, 0.559, 0.496, -1.027, 0.491, 0.517, -1.002, 0.485, 0.489, 0.545, 0.496]}